No. 1
{
  "formula": "C32H29ErF4N6O5Se",
  "method": "ωB97M-V/def2-TZVPD",
  "species": ["Er", "C", "C", "N", "C", "C", "C", "C", "N", "C", "C", "F", "C", "F", "C", "C", "F", "C", "F", "H", "H", "H", "H", "H", "H", "H", "H", "H", "H", "H", "H", "H", "H", "H", "C", "O", "C", "C", "C", "C", "C", "C", "C", "N", "C", "C", "N", "C", "C", "C", "C", "N", "C", "C", "N", "C", "C", "C", "C", "H", "H", "H", "H", "H", "H", "H", "H", "H", "H", "H", "H", "H", "H", "O", "Se", "O", "O", "O"],
  "positions_angstrom": [[-1.1263, 2.1480, -0.4394], [-2.2533, 0.4152, 4.2613], [-1.7721, 0.5995, 2.7964], [-1.6214, 2.0083, 2.3541], [-0.5599, 2.7027, 3.0731], [-0.7497, 3.0751, 4.4936], [-2.9175, 2.7499, 2.3390], [-2.7406, 4.1088, 1.6375], [-1.9605, 4.1236, 0.4371], [-2.4009, 5.0155, -0.4770], [-1.9126, 4.8860, -1.7996], [-1.0634, 3.7872, -2.0019], [-2.3645, 5.6242, -2.8432], [-1.8798, 5.3911, -4.1036], [-3.2667, 6.6824, -2.6799], [-3.6314, 6.9726, -1.3589], [-4.3779, 8.0520, -1.1012], [-3.1987, 6.2023, -0.2877], [-3.4633, 6.6248, 0.9997], [-2.8062, -0.5351, 4.2573], [-2.8701, 1.2010, 4.7008], [-1.3898, 0.2922, 4.9194], [-2.4314, 0.1186, 2.0752], [-0.7914, 0.1658, 2.6579], [-0.2890, 3.5785, 2.4260], [0.2768, 1.9846, 2.9467], [-1.6136, 3.7892, 4.5808], [0.1189, 3.6155, 4.8614], [-0.8448, 2.2086, 5.2128], [-3.2178, 3.0302, 3.3561], [-3.6721, 2.1397, 1.8368], [-2.3054, 4.8401, 2.3442], [-3.7390, 4.4573, 1.4489], [-3.5000, 7.3618, -3.5458], [4.7099, -9.3628, 0.7551], [4.0475, -9.0586, -0.4906], [3.8127, -7.7317, -0.7623], [4.3362, -6.6986, 0.0079], [4.0155, -5.3821, -0.3117], [3.1606, -5.1326, -1.3877], [2.5402, -6.1644, -2.1075], [2.9209, -7.4770, -1.8225], [2.7995, -3.7432, -1.5818], [3.2111, -2.7355, -0.8056], [2.4809, -1.6406, -1.2026], [1.5632, -2.0199, -2.1775], [1.8022, -3.3308, -2.4825], [0.4842, -1.1859, -2.6257], [-0.5030, -1.5657, -3.5105], [-1.3808, -0.5582, -3.9057], [-1.2970, 0.7615, -3.4389], [-0.3977, 1.0928, -2.5144], [0.5434, 0.1830, -2.1637], [1.4863, 0.5811, -1.1243], [1.2739, 1.8003, -0.5546], [2.2168, 2.2081, 0.3466], [3.3387, 1.4640, 0.7349], [3.4913, 0.1592, 0.2769], [2.5313, -0.3106, -0.6933], [4.8002, -10.4874, 0.7740], [4.0831, -9.0223, 1.6145], [5.7099, -8.9260, 0.8372], [4.9666, -6.8738, 0.9086], [4.4368, -4.5209, 0.2122], [1.7777, -5.9444, -2.8497], [2.4333, -8.3614, -2.3140], [1.3645, -3.9168, -3.1396], [-0.4713, -2.5865, -3.8826], [-2.1268, -0.7279, -4.6800], [-2.0375, 1.5304, -3.7521], [2.0605, 3.2505, 0.7491], [4.1121, 1.9548, 1.2946], [4.2891, -0.4730, 0.6141], [-3.5799, -0.7176, -1.7288], [-3.3657, 0.2663, -0.3822], [-1.6808, 0.0707, 0.0076], [-3.3773, 1.8704, -1.0199], [-4.2468, 0.0454, 0.9011]],
  "atomic_forces_ev_per_a": [[-1.2, 0.0, 1.4], [0.3, -1.0, -0.5], [-0.5, 1.0, 0.3], [-1.0, -0.1, -0.7], [1.3, -0.5, -2.1], [-0.8, 0.4, 1.8], [1.3, 0.5, -0.3], [0.1, 0.2, 1.4], [-0.1, -0.3, -1.0], [0.6, 1.0, -0.3], [-0.5, -0.5, 0.8], [-0.3, 1.0, -0.7], [-0.1, 0.9, -1.6], [-0.3, -0.1, 0.9], [0.4, 0.5, -0.3], [0.3, -0.4, -0.3], [0.0, 0.0, 0.0], [0.4, -0.6, 0.5], [0.0, -0.1, -1.2], [0.0, 0.3, 0.3], [-0.1, -0.1, -0.4], [-0.1, -0.1, 0.0], [0.1, 0.1, 0.6], [0.3, -0.4, 0.1], [-0.2, -0.3, 0.8], [0.0, 0.5, 0.4], [0.7, -0.8, 0.2], [0.2, 0.2, -0.1], [-0.2, 1.1, -1.0], [-0.4, -0.5, -0.1], [0.1, 0.0, 0.2], [-0.2, -0.3, 0.1], [-0.6, 0.1, -0.1], [0.1, -0.9, 1.2], [-0.7, -1.0, 0.0], [0.4, 0.5, 0.4], [-0.3, -0.7, 0.1], [0.5, 0.5, 0.8], [0.2, -0.5, -0.6], [-0.1, 0.2, 0.3], [1.0, -0.6, 0.5], [-0.7, -0.5, -0.1], [-0.8, 1.5, 0.1], [-0.2, -0.7, -1.1], [-0.4, -1.0, -0.7], [-0.5, 0.7, 0.0], [1.8, 0.4, 2.3], [1.8, 1.6, 0.7], [-0.5, 1.2, -0.3], [-0.2, -0.5, -1.2], [-0.1, -0.3, 0.6], [0.2, -0.3, -0.5], [-1.0, -1.3, 0.2], [0.5, -0.4, 0.3], [2.2, -0.3, 1.3], [-1.1, 1.0, -0.6], [-0.3, -0.4, -0.9], [-1.8, 0.6, -1.1], [-0.1, 1.1, 1.0], [-0.1, 1.3, 0.0], [0.5, -0.2, -0.6], [-0.1, 0.0, -0.2], [-0.5, 0.0, -1.0], [-0.2, -0.5, 0.0], [0.2, -0.2, 0.0], [0.7, 1.1, 0.5], [-0.6, -0.4, -0.6], [-0.6, 0.3, -0.1], [0.0, -0.3, 0.3], [0.7, -0.7, 0.4], [0.2, -1.3, -0.4], [0.0, 0.0, 0.5], [0.2, -0.2, 0.0], [0.0, 1.3, 2.3], [1.4, -1.5, -5.4], [-1.1, 0.8, -0.3], [1.2, -1.2, 1.4], [-1.0, 0.0, 1.2]],
  "spin_multiplicity": 4,
  "gap_ha": [0.228, 0.228],
  "energy_ev": -156670.202,
  "s_squared": 3.753,
  "lumo_energy_ev": [-1.20, -1.20],
  "largest_force_ev_per_a": 5.738
}

***

No. 2
{
  "formula": "C32H29F3N4O4S2",
  "method": "ωB97M-V/def2-TZVPD",
  "species": ["C", "C", "C", "C", "C", "N", "N", "C", "C", "C", "C", "C", "C", "C", "F", "F", "F", "C", "O", "N", "C", "C", "C", "C", "C", "C", "C", "C", "C", "C", "C", "S", "O", "O", "N", "C", "O", "C", "S", "C", "C", "C", "C", "C", "C", "H", "H", "H", "H", "H", "H", "H", "H", "H", "H", "H", "H", "H", "H", "H", "H", "H", "H", "H", "H", "H", "H", "H", "H", "H", "H", "H", "H", "H"],
  "positions_angstrom": [[3.3129, 4.1653, -4.8308], [3.3203, 2.8227, -4.1107], [3.8624, 2.9508, -2.6895], [3.8926, 1.5999, -1.9624], [2.5331, 1.0319, -1.7958], [2.1033, -0.0078, -2.4231], [0.8097, -0.1875, -2.0420], [0.0965, -1.3769, -2.2490], [-1.2505, -1.2889, -2.5758], [-2.0149, -2.4326, -2.7058], [-1.4350, -3.6758, -2.5308], [-0.0935, -3.7718, -2.2110], [0.6803, -2.6303, -2.0518], [2.1198, -2.7950, -1.6470], [2.3614, -4.0139, -1.1358], [2.9632, -2.6843, -2.6983], [2.5620, -1.9275, -0.7299], [0.4313, 0.7844, -1.1580], [-0.6654, 0.9587, -0.6515], [1.5487, 1.5800, -1.0065], [1.6779, 2.4526, 0.1476], [1.3418, 1.5960, 1.3444], [2.0886, 0.4416, 1.5564], [1.6254, -0.5434, 2.4017], [0.4115, -0.3798, 3.0584], [-0.1886, -1.5315, 3.7600], [-0.0635, -1.7288, 5.1304], [-0.6245, -2.8420, 5.7324], [-1.3158, -3.7754, 4.9761], [-1.4568, -3.5850, 3.6124], [-0.8979, -2.4699, 3.0224], [-1.1351, -2.2599, 1.2608], [-1.9370, -3.3300, 0.7497], [0.1120, -2.0208, 0.5904], [-1.9920, -0.8116, 1.0656], [-2.9906, -0.5082, 1.9376], [-3.2737, -1.2518, 2.8579], [-3.6744, 0.7713, 1.7241], [-4.1923, 1.6248, 3.1420], [-4.8776, 2.8646, 2.1768], [-4.7414, 2.6176, 0.8479], [-4.0511, 1.4130, 0.5709], [-3.8052, 0.9128, -0.8108], [-0.2662, 0.8273, 2.9523], [0.1886, 1.8050, 2.0850], [4.3200, 4.5721, -4.8911], [2.9276, 4.0538, -5.8411], [2.6864, 4.8810, -4.3024], [2.3060, 2.4201, -4.0773], [3.9349, 2.1122, -4.6661], [4.8783, 3.3495, -2.7249], [3.2458, 3.6590, -2.1307], [4.4715, 0.8795, -2.5400], [4.3632, 1.7181, -0.9830], [-1.6906, -0.3143, -2.7131], [-3.0640, -2.3507, -2.9454], [-2.0265, -4.5718, -2.6265], [0.3547, -4.7402, -2.0535], [2.6985, 2.8372, 0.1794], [0.9735, 3.2835, 0.0518], [2.9995, 0.2749, 1.0002], [2.1735, -1.4659, 2.5068], [0.4762, -1.0010, 5.7183], [-0.5230, -2.9801, 6.7986], [-1.7519, -4.6420, 5.4483], [-2.0068, -4.2703, 2.9886], [-1.6057, -0.1258, 0.4144], [-5.3476, 3.7047, 2.6484], [-5.1193, 3.2680, 0.0789], [-2.8279, 1.2541, -1.1490], [-3.8111, -0.1744, -0.8353], [-4.5642, 1.2975, -1.4888], [-1.1846, 0.9731, 3.5024], [-0.3869, 2.7082, 1.9456]],
  "atomic_forces_ev_per_a": [[0.0, -0.2, 0.0], [0.0, 0.3, 0.1], [0.0, -0.3, -0.2], [0.0, 0.3, 0.0], [0.0, -0.3, -0.1], [0.7, 0.0, -0.6], [0.0, 0.8, 0.5], [-0.3, -0.6, -0.2], [0.2, 0.1, 0.0], [0.0, -0.1, 0.0], [0.0, 0.0, 0.0], [0.1, 0.1, 0.0], [0.0, 0.1, -0.1], [0.8, -0.2, -0.2], [-0.3, -0.3, 0.1], [-0.2, 0.0, -0.2], [-0.2, 0.1, 0.3], [-0.2, 0.1, -0.3], [-0.3, 0.2, 0.3], [-0.2, -0.1, -0.5], [-0.2, 0.1, 0.3], [0.1, 0.1, 0.3], [0.0, 0.1, 0.1], [0.0, 0.2, 0.1], [0.3, 0.4, 0.2], [0.1, 0.0, 0.1], [0.0, 0.0, -0.1], [0.0, 0.0, 0.0], [0.0, 0.0, -0.1], [-0.1, -0.2, 0.0], [0.0, 0.0, -0.4], [-0.2, 0.1, -0.9], [-0.2, 0.0, 0.6], [-0.1, 0.2, 0.4], [0.3, -1.0, 0.2], [-0.3, -0.2, 0.1], [-0.3, 0.1, 0.2], [-0.3, 0.6, 0.2], [-0.1, 0.1, -0.5], [0.2, -0.3, 0.2], [0.0, 0.1, 0.2], [0.2, -0.3, 0.3], [0.1, 0.1, -0.1], [0.2, -0.1, 0.1], [0.2, 0.1, 0.0], [0.1, 0.1, 0.0], [0.0, 0.1, -0.1], [-0.1, 0.1, 0.0], [0.0, -0.1, 0.0], [0.0, -0.1, 0.0], [0.0, 0.1, 0.1], [0.0, 0.1, 0.0], [0.0, 0.0, 0.1], [0.1, -0.1, 0.0], [0.0, 0.1, 0.0], [-0.1, 0.0, 0.0], [-0.1, -0.1, 0.0], [0.0, 0.0, 0.0], [-0.1, 0.0, -0.1], [0.2, 0.0, 0.0], [0.1, 0.0, -0.1], [0.0, -0.1, 0.0], [0.1, 0.1, 0.0], [0.0, 0.0, 0.1], [0.0, -0.1, 0.0], [-0.1, -0.1, 0.0], [0.3, 0.0, -0.1], [-0.1, 0.2, 0.1], [-0.1, 0.1, -0.1], [0.0, 0.0, -0.1], [0.0, -0.1, -0.1], [0.0, 0.0, -0.1], [-0.1, 0.0, 0.0], [-0.1, 0.1, -0.1]],
  "spin_multiplicity": 1,
  "gap_ha": 0.338,
  "energy_ev": -77629.754,
  "de_lowest_kcal_mol": 0.9,
  "lumo_energy_ev": 0.55,
  "largest_force_ev_per_a": 1.028
}

***

No. 3
{
  "formula": "C32H29IN6O3V",
  "method": "ωB97M-V/def2-TZVPD",
  "species": ["V", "C", "C", "N", "C", "C", "C", "O", "C", "C", "N", "C", "C", "C", "C", "C", "C", "I", "C", "O", "H", "H", "H", "H", "H", "H", "H", "H", "H", "H", "H", "H", "O", "C", "N", "C", "C", "C", "C", "C", "C", "N", "C", "C", "C", "C", "C", "N", "H", "H", "H", "H", "H", "H", "H", "H", "H", "H", "C", "C", "C", "C", "N", "C", "C", "H", "H", "H", "H", "H", "H", "H"],
  "positions_angstrom": [[10.1659, 11.1904, 10.3458], [5.4943, 12.3547, 9.4087], [5.8511, 10.9653, 9.7452], [4.7650, 10.1405, 9.7983], [4.9696, 8.9226, 10.2665], [6.2236, 8.3524, 10.5416], [6.3943, 6.8564, 10.6090], [7.2198, 6.5062, 9.5310], [7.3813, 9.1932, 10.4960], [8.6303, 8.6997, 10.7800], [9.6960, 9.4216, 11.0918], [10.6476, 8.7474, 11.9074], [11.8826, 8.3273, 11.3192], [12.8538, 7.6443, 12.0561], [12.7408, 7.5680, 13.4301], [11.5285, 7.9667, 14.0644], [10.3995, 8.3896, 13.2915], [8.4837, 8.4068, 14.1113], [7.1436, 10.5213, 10.0466], [8.1744, 11.3996, 10.0111], [4.6121, 12.6602, 10.0048], [5.2287, 12.4820, 8.3751], [6.2973, 13.0694, 9.6547], [4.1066, 8.3018, 10.3595], [5.4141, 6.2966, 10.5815], [7.0229, 6.6643, 11.5390], [7.0449, 5.5826, 9.2252], [8.7364, 7.5801, 10.6657], [11.9852, 8.4887, 10.2489], [13.7374, 7.2883, 11.5550], [13.5432, 7.1600, 13.9634], [11.4146, 8.0318, 15.1186], [14.0883, 10.7603, 9.5823], [12.8702, 10.7578, 9.5060], [12.0442, 11.0911, 10.5475], [12.7216, 11.7731, 11.6309], [11.7744, 12.1266, 12.7862], [12.0578, 12.8827, 13.9207], [11.0654, 13.4955, 14.6551], [9.7334, 13.0448, 14.3711], [9.4788, 12.2277, 13.2395], [10.4584, 11.8722, 12.4170], [12.0969, 10.4161, 8.2672], [12.7439, 10.4039, 7.0287], [11.9420, 10.3905, 5.9182], [10.5217, 10.4473, 6.0525], [9.9913, 10.6909, 7.2881], [10.7478, 10.6050, 8.4249], [13.1983, 12.7290, 11.2086], [13.5515, 11.1315, 11.9249], [13.1255, 12.9625, 14.1398], [11.2549, 14.2265, 15.4511], [8.9403, 13.5096, 14.9687], [8.4633, 11.7894, 13.0277], [13.8279, 10.5974, 7.0103], [12.3745, 10.4341, 4.9384], [9.9153, 10.3874, 5.1737], [8.9454, 10.8119, 7.5005], [10.8940, 17.5792, 8.8855], [10.6660, 16.1514, 9.3299], [9.7649, 15.7392, 10.3070], [9.5242, 14.3811, 10.4990], [10.0551, 13.3607, 9.7966], [10.9265, 13.7540, 8.8601], [11.2645, 15.0830, 8.6010], [10.0846, 17.9779, 8.2772], [11.8488, 17.6785, 8.2537], [11.0520, 18.2581, 9.7383], [9.3873, 16.4552, 11.0155], [8.7401, 14.0712, 11.2024], [11.2757, 12.9022, 8.2176], [11.9768, 15.3119, 7.8355]],
  "atomic_forces_ev_per_a": [[-2.8, 1.1, 0.4], [0.2, 1.5, 0.8], [-2.0, -1.4, 0.0], [1.6, 1.2, 0.7], [1.3, -1.1, -0.2], [-0.3, 0.6, -0.8], [0.2, 0.0, 1.9], [0.1, -1.6, -1.7], [-3.7, 0.8, -1.8], [2.7, -1.7, 0.5], [-0.7, -2.0, 0.4], [1.0, -1.7, 0.6], [-1.1, -0.2, 0.7], [-0.6, 1.0, -0.5], [-2.4, 0.8, 0.0], [-0.2, 0.1, -2.0], [2.2, 0.4, -1.5], [0.2, 0.3, 0.1], [2.8, 1.8, 1.2], [-2.2, -1.2, -0.4], [0.4, -0.3, -0.3], [-0.1, 0.0, -0.6], [-0.1, -0.4, -0.2], [-0.6, -0.5, -0.1], [1.0, 0.7, 0.3], [-1.3, -0.3, -0.6], [0.2, 1.2, 0.6], [0.0, 1.2, 1.0], [0.1, -0.1, 0.3], [0.2, -0.1, -0.1], [0.9, -0.4, 1.0], [0.1, -0.6, 0.8], [1.2, 0.0, -0.7], [-1.2, -0.1, 1.9], [2.4, 0.7, -1.0], [1.0, 0.5, 0.0], [-2.4, 0.1, -2.0], [1.5, -0.4, -0.6], [-1.9, -1.3, -0.3], [0.7, 1.1, -0.3], [-0.5, 0.1, 1.4], [1.3, 0.3, 0.8], [-0.6, 1.4, 0.6], [0.0, 0.4, 0.5], [-1.1, 0.0, -0.1], [1.6, 0.3, -0.2], [0.4, -1.4, 1.3], [0.7, -0.2, -1.7], [-0.5, -1.0, 0.8], [0.3, 0.2, 0.5], [-0.3, 0.5, 0.1], [0.0, -0.5, -0.3], [0.1, -0.6, -0.4], [1.1, 0.8, 0.1], [-0.6, -0.6, 0.0], [0.1, -0.2, -0.4], [-0.4, 0.2, -0.3], [-0.4, 0.2, -0.2], [1.9, 0.3, -0.1], [0.3, -1.4, -1.3], [0.8, -0.2, 0.1], [-1.1, -0.7, 0.3], [0.7, 1.7, 0.1], [0.3, -0.6, -1.1], [-0.8, 0.4, 0.8], [-0.2, -0.2, 0.1], [-1.4, -0.4, 0.9], [-0.2, -0.2, -0.2], [-0.6, 0.1, 0.0], [0.5, 0.2, 0.0], [0.1, 1.2, 0.7], [0.2, 0.0, -0.4]],
  "spin_multiplicity": 4,
  "gap_ha": [0.186, 0.270],
  "energy_ev": -82526.273,
  "s_squared": 3.793,
  "de_lowest_kcal_mol": 32.5,
  "lumo_energy_ev": [-0.30, -0.14],
  "largest_force_ev_per_a": 4.196
}